No. 1
DFT (ωB97M-V with the def2-TZVPD basis set) results for a structure of composition C11H24F6NNaO13S5.

The geometry in XYZ format:
```
61
Properties=species:S:1:pos:R:3:nbo_charge:R:1
Na 1.28 0.07 1.30 0.933
C 3.33 -2.85 0.78 0.717
F 3.65 -4.03 0.34 -0.289
F 4.44 -2.15 1.03 -0.307
F 2.64 -2.15 -0.15 -0.337
S 2.26 -3.00 2.26 2.228
O 0.98 -3.35 1.71 -0.959
O 2.84 -3.98 3.10 -0.891
N 2.21 -1.45 2.79 -1.292
S 2.67 -1.46 4.33 2.233
O 1.79 -2.10 5.26 -0.907
O 4.08 -1.71 4.46 -0.921
C 2.47 0.33 4.70 0.715
F 2.81 0.57 5.95 -0.294
F 3.21 1.08 3.87 -0.325
F 1.18 0.71 4.54 -0.330
O -1.68 2.53 -1.28 -0.949
S -1.34 2.58 0.11 2.424
O -0.11 2.01 0.56 -0.988
O -1.27 4.05 0.61 -0.722
C -2.04 5.07 -0.09 -0.080
C -1.07 6.05 -0.71 -0.633
C -2.68 1.91 1.06 -0.896
H -2.73 5.50 0.63 0.192
H -2.64 4.59 -0.86 0.207
H -0.42 6.49 0.05 0.225
H -1.61 6.87 -1.19 0.222
H -0.55 5.57 -1.54 0.222
H -2.45 0.86 1.22 0.283
H -3.57 2.13 0.47 0.249
H -2.72 2.46 2.00 0.252
O 1.02 -1.72 -3.27 -0.922
S 1.08 -0.38 -2.77 2.422
O 1.03 -0.14 -1.36 -0.997
O 2.40 0.25 -3.35 -0.710
C 3.01 1.35 -2.64 -0.081
C 3.82 0.97 -1.42 -0.647
C -0.14 0.59 -3.55 -0.921
H 2.30 2.14 -2.39 0.188
H 3.72 1.74 -3.37 0.204
H 3.40 0.09 -0.94 0.229
H 3.71 1.75 -0.66 0.218
H 4.86 0.71 -1.63 0.224
H -1.06 0.01 -3.58 0.280
H 0.17 0.86 -4.56 0.250
H -0.32 1.48 -2.96 0.270
O -1.94 -0.92 -1.57 -0.955
S -1.72 -1.70 -0.40 2.414
O -1.20 -1.14 0.80 -0.964
O -3.12 -2.26 0.07 -0.712
C -3.86 -3.09 -0.82 -0.084
C -5.26 -3.34 -0.31 -0.621
C -0.82 -3.18 -0.77 -0.891
H -3.38 -4.07 -0.96 0.178
H -3.90 -2.69 -1.84 0.191
H -5.26 -4.16 0.41 0.215
H -5.84 -3.67 -1.16 0.219
H -5.70 -2.46 0.16 0.223
H -0.92 -3.82 0.10 0.275
H 0.20 -2.83 -0.91 0.280
H -1.22 -3.58 -1.70 0.245
```

Calculated values
**Multiplicity**: 1
**Frontier orbital gap**: 9.59 eV
**Energy relative to the best compared isomer or geometry (same formula, charge and spin)**: 0.0000 eV



No. 2
DFT (ωB97M-V with the def2-TZVPD basis set) results for a structure of composition C11H24FN3NbORb.

The geometry in XYZ format:
```
42
Properties=species:S:1:pos:R:3:nbo_charge:R:1
N 1.93 -0.32 0.35 -0.902
C 2.93 -0.56 1.00 0.923
O 3.93 -0.82 1.57 -0.380
Rb 1.05 0.55 -3.49 0.978
Nb -0.04 -0.15 -0.04 2.087
N -0.67 -1.44 -1.45 -0.670
N -0.10 1.48 -1.21 -0.674
C -0.44 -2.83 -0.95 0.114
C 0.51 2.87 -1.18 0.128
C 0.77 -3.38 -1.70 -0.625
C -1.66 -3.71 -1.23 -0.636
C -0.20 -2.82 0.55 -0.638
C 0.12 3.63 -2.46 -0.632
C -0.05 3.68 0.01 -0.636
C 2.02 2.71 -1.04 -0.636
H 0.59 -3.36 -2.79 0.215
H 0.94 -4.42 -1.39 0.253
H 1.67 -2.79 -1.48 0.208
H -2.56 -3.29 -0.78 0.229
H -1.49 -4.70 -0.79 0.254
H -1.83 -3.87 -2.31 0.228
H 0.54 -2.05 0.88 0.193
H 0.23 -3.78 0.83 0.296
H -1.15 -2.71 1.10 0.264
H 0.40 3.15 -3.42 0.178
H 0.61 4.62 -2.46 0.267
H -0.97 3.82 -2.49 0.233
H -1.12 3.90 -0.14 0.221
H 0.48 4.64 0.07 0.261
H 0.08 3.15 0.96 0.229
H 2.29 1.98 -0.26 0.231
H 2.45 3.68 -0.74 0.266
H 2.53 2.44 -1.98 0.192
C -1.60 1.46 -1.22 -0.431
H -1.97 0.55 -0.65 0.216
H -2.02 2.34 -0.72 0.263
H -2.00 1.40 -2.25 0.232
C -1.26 -1.35 -2.81 -0.452
H -2.17 -1.97 -2.85 0.260
H -1.59 -0.33 -3.06 0.202
H -0.56 -1.75 -3.58 0.206
F -0.98 0.24 1.57 -0.517
```

Calculated values
**Multiplicity**: 1
**Frontier orbital gap (spin up / spin down)**: 8.09 / 8.09 eV
**Energy relative to the best compared isomer or geometry (same formula, charge and spin)**: 0.8361 eV
**Net charge**: +2



No. 3
DFT (ωB97M-V with the def2-TZVPD basis set) results for the ion C11H24N3O with charge +1.

The geometry in XYZ format:
```
39
Properties=species:S:1:pos:R:3:lowdin_spin:R:1
C 1.99 -3.99 -0.43 0.834
C 1.65 -2.98 0.45 0.786
C 3.32 0.78 -0.63 0.002
C -0.01 0.73 0.26 0.001
C -5.01 -0.05 -0.29 0.000
C 2.27 2.57 0.80 0.000
C 0.70 -1.88 0.06 0.134
C 0.51 -0.59 0.96 0.010
C -1.14 0.44 -0.73 0.001
C -3.75 0.32 -1.06 0.000
C -2.53 -0.02 -0.14 0.002
N 2.26 1.45 -0.13 0.001
N 4.54 1.16 -0.45 0.001
N -0.34 1.59 1.34 0.000
O 0.99 1.28 -0.62 0.001
H 2.62 -4.78 -0.01 0.044
H 1.51 -3.88 -1.29 0.063
H 1.97 -2.92 1.45 0.042
H 3.17 0.03 -1.43 0.001
H -5.20 0.40 0.66 0.000
H -5.22 -1.09 -0.01 0.000
H -5.97 0.11 -0.91 0.000
H 3.20 2.46 1.54 0.000
H 2.32 3.54 0.31 0.000
H 1.23 2.50 1.22 0.000
H 0.98 -1.64 -0.98 0.022
H -0.39 -2.27 0.03 0.049
H 1.46 -0.49 1.62 0.002
H -0.36 -0.73 1.74 0.001
H -1.36 1.43 -1.26 0.000
H -0.86 -0.21 -1.49 0.000
H -3.84 1.39 -1.25 0.000
H -3.70 -0.20 -2.02 0.000
H -2.65 0.59 0.79 0.000
H -2.48 -1.03 -0.06 0.002
H 4.83 2.10 -0.08 0.000
H 5.23 0.46 -0.72 0.000
H -1.06 1.08 1.92 0.000
H -0.89 2.32 0.86 0.000
```

Calculated values
**Multiplicity**: 3
**Frontier orbital gap (spin up / spin down)**: 5.17 / 8.70 eV
**Net charge**: +1



No. 4
DFT (ωB97M-V with the def2-TZVPD basis set) results for a cluster of 6 separate species, C11H24N3O6S2 in total.

The geometry in XYZ format:
```
46
Properties=species:S:1:pos:R:3:nbo_charge:R:1
N 17.97 -10.48 38.37 0.707
O 16.73 -10.23 38.47 -0.589
O 18.74 -9.58 38.73 -0.556
O 18.40 -11.59 37.99 -0.561
C 18.99 -17.73 37.97 -0.731
C 19.33 -19.00 38.47 0.290
N 19.57 -20.04 38.92 -0.352
H 18.66 -16.98 38.69 0.275
H 18.26 -17.92 37.19 0.257
H 19.94 -17.55 37.46 0.262
C 11.06 -8.88 38.79 -0.723
C 11.18 -8.16 40.05 0.292
N 11.23 -7.60 41.07 -0.341
H 10.01 -8.88 38.48 0.249
H 11.40 -9.92 38.90 0.263
H 11.76 -8.39 38.12 0.259
C 23.25 -10.39 36.39 -0.820
S 22.42 -9.69 34.84 1.199
O 23.30 -10.11 33.65 -0.971
C 22.72 -7.85 35.15 -0.806
H 24.29 -10.63 36.60 0.236
H 22.71 -11.31 36.62 0.240
H 22.94 -9.75 37.21 0.228
H 23.01 -7.29 34.26 0.238
H 23.47 -7.72 35.94 0.224
H 21.77 -7.42 35.45 0.232
C 15.07 -11.52 33.39 -0.770
S 13.31 -11.14 33.84 1.204
O 12.70 -11.92 32.68 -0.998
C 13.26 -9.36 33.41 -0.829
H 15.33 -12.52 33.76 0.244
H 15.60 -10.75 33.95 0.216
H 15.27 -11.38 32.33 0.232
H 14.16 -8.94 33.86 0.232
H 12.45 -8.87 33.95 0.228
H 13.16 -9.12 32.35 0.240
C 17.53 -3.63 39.80 -0.736
C 17.00 -3.70 41.20 0.598
O 17.49 -3.20 42.19 -0.560
C 15.64 -4.27 41.30 -0.726
H 16.76 -3.52 39.05 0.231
H 18.09 -4.56 39.67 0.254
H 18.33 -2.89 39.91 0.238
H 14.99 -4.11 40.44 0.217
H 15.14 -3.87 42.18 0.233
H 15.74 -5.36 41.32 0.251
```

Calculated values
**Multiplicity**: 1
**Frontier orbital gap**: 6.78 eV
**Energy relative to the best compared isomer or geometry (same formula, charge and spin)**: 1.1623 eV
**Net charge**: -1



No. 5
DFT (ωB97M-V with the def2-TZVPD basis set) results for a structure of composition C11H24N4NaNbO3.

The geometry in XYZ format:
```
44
Properties=species:S:1:pos:R:3:nbo_charge:R:1
N -1.94 0.02 0.09 -0.927
C -3.10 0.28 0.01 0.780
O -4.21 0.76 -0.13 -0.486
Na -2.15 -0.04 -2.23 0.973
Nb 0.24 0.01 0.02 1.969
N 0.37 1.42 -1.41 -0.696
N 0.62 -1.74 -0.78 -0.653
C 0.03 2.85 -1.19 0.115
C 0.18 -3.13 -0.80 0.104
C -1.16 3.16 -2.10 -0.621
C 1.22 3.75 -1.55 -0.637
C -0.35 3.11 0.27 -0.646
C 0.68 -3.84 -2.07 -0.622
C 0.80 -3.83 0.42 -0.618
C -1.35 -3.20 -0.75 -0.609
H -0.95 2.88 -3.14 0.214
H -1.33 4.25 -2.03 0.259
H -2.09 2.65 -1.78 0.184
H 2.11 3.48 -0.97 0.227
H 0.97 4.80 -1.30 0.245
H 1.46 3.72 -2.62 0.229
H -1.18 2.46 0.59 0.197
H -0.67 4.15 0.35 0.266
H 0.52 2.96 0.93 0.235
H 0.33 -3.32 -2.97 0.210
H 0.27 -4.86 -2.08 0.249
H 1.78 -3.92 -2.09 0.227
H 1.89 -3.75 0.41 0.219
H 0.50 -4.90 0.38 0.244
H 0.41 -3.39 1.35 0.209
H -1.77 -2.66 0.11 0.213
H -1.60 -4.27 -0.65 0.257
H -1.81 -2.82 -1.68 0.182
C 2.04 -1.50 -1.05 -0.436
H 2.33 -0.46 -0.82 0.217
H 2.70 -2.17 -0.49 0.244
H 2.21 -1.69 -2.12 0.244
C 1.04 1.15 -2.67 -0.450
H 2.09 1.48 -2.62 0.231
H 1.07 0.08 -2.91 0.208
H 0.51 1.63 -3.51 0.219
O -0.51 0.63 4.00 0.153
N -1.11 0.48 3.02 0.700
O 0.93 0.21 1.65 -0.823
```

Calculated values
**Multiplicity**: 1
**Frontier orbital gap**: 4.79 eV
**Energy relative to the best compared isomer or geometry (same formula, charge and spin)**: 0.4921 eV
**Net charge**: +2



Calculated maximum force in order - 0.0363, 0.0595, 0.1475, 0.0822, 0.2054 hartree/bohr
Calculated DFT total energy in order - -4218.85613, -853.48919, -672.50012, -1845.40752, -1096.94636 a.u.